(1)
Here is an isolated molecule of C5H6O2 from the Open Molecules 2025 dataset. Energies are from ωB97M-V/def2-TZVPD.

Each line ends with the Mulliken charge.
Positions of all 13 atoms, in Å:
C1 0.258 1.064 -0.219  -0.070
C2 1.457 0.257 -0.591  -0.737
H1 0.072 2.036 -0.665  0.395
C3 0.068 -0.241 -0.926  -0.102
C4 -1.085 -0.161 1.174  -0.292
H2 -1.105 -0.576 2.183  0.288
O1 -0.620 -2.333 0.138  -0.548
H3 -2.104 0.142 0.877  0.235
H4 -0.255 -0.351 -1.954  0.373
O2 -0.198 0.945 1.111  -0.386
H5 2.051 0.597 -1.434  0.263
H6 2.019 -0.252 0.187  0.229
C5 -0.558 -1.127 0.120  0.354

## Properties
- SMILES: O=C1CO[C@H]2C[C@@H]12
- Kohn-Sham gap: 10.5346 eV
- Strongest force on any atom: 0.0129 Eh/bohr
- E_LUMO: 0.8295 eV
- E_HOMO: -9.705 eV
- Relative energy (zero: lowest compared OMol25 entry of this formula, charge and spin): 35.86 kcal per mole
- E: -9375.54071 eV

---

(2)
Here is an isolated molecule of C5H6O2 from the Open Molecules 2025 dataset. Energies are from ωB97M-V/def2-TZVPD.

Each line ends with the Mulliken charge.
Positions of all 13 atoms, in Å:
H1 -0.758 1.297 -3.387  0.430
H2 2.086 -0.818 -0.745  0.349
C1 -0.065 0.764 -1.291  -0.916
H3 -0.142 -1.262 2.085  0.352
C2 0.360 0.354 0.052  0.442
H4 -1.319 1.112 1.175  0.380
C3 1.187 -0.917 -0.105  -0.054
C4 -0.432 1.038 -2.404  0.240
C5 -0.838 0.146 0.997  -0.767
O1 0.903 -1.973 0.410  -0.503
H5 -1.568 -0.507 0.499  0.326
O2 -0.441 -0.355 2.246  -0.537
H6 1.027 1.122 0.469  0.259

## Properties
- SMILES: C#C[C@H](C=O)CO
- Kohn-Sham gap: 10.8302 eV
- Strongest force on any atom: 0.0111 Eh/bohr
- E_LUMO: 0.7604 eV
- E_HOMO: -10.070 eV
- Relative energy (zero: lowest compared OMol25 entry of this formula, charge and spin): 54.49 kcal per mole
- E: -9374.73274 eV